1.
{
  "formula": "C17H25IrN4S4Te4",
  "method": "ωB97M-V/def2-TZVPD",
  "total_charge": 1,
  "total_energy_ha": -3650.81284,
  "e_lumo_ev": [-4.31, -5.40],
  "e_homo_ev": [-10.318, -10.311],
  "max_force_ev_per_a": 0.09,
  "mol_weight_da": 1116.30,
  "s_squared": 0.770,
  "orbital_gap_ev": [6.01, 4.92],
  "multiplicity": 2,
  "elements": ["Ir", "Te", "Te", "Te", "Te", "S", "S", "S", "S", "N", "N", "N", "N", "C", "C", "C", "C", "C", "C", "C", "C", "C", "C", "C", "C", "C", "C", "C", "C", "C", "H", "H", "H", "H", "H", "H", "H", "H", "H", "H", "H", "H", "H", "H", "H", "H", "H", "H", "H", "H", "H", "H", "H", "H", "H"],
  "xyz": [[1.554, -1.095, 1.544], [5.132, -1.551, 3.654], [3.805, 0.290, 5.061], [1.651, 0.570, 3.558], [3.086, -2.841, 2.493], [4.692, 1.633, 1.337], [4.891, 4.182, 2.888], [0.798, -2.674, -0.023], [2.780, -0.229, -0.157], [2.368, 2.320, 0.537], [-0.392, -2.340, -2.346], [2.882, 3.363, 1.245], [-0.632, -0.563, -0.942], [-3.585, -1.504, -0.246], [1.771, 6.891, 1.228], [4.103, 3.194, 1.845], [-0.683, -4.826, -2.425], [0.746, 4.374, 1.784], [-1.762, -0.566, 1.317], [2.062, 4.528, 1.382], [0.450, 6.752, 1.629], [-0.064, 5.491, 1.904], [-2.885, -3.958, -3.438], [-3.229, -0.541, 0.885], [3.196, 1.336, 0.513], [2.586, 5.777, 1.098], [-0.796, 0.097, 0.342], [-1.883, -5.104, -3.328], [-0.136, -1.786, -1.166], [0.153, -3.613, -2.832], [0.206, 0.295, 0.797], [-3.830, -0.798, 1.759], [-1.092, 5.380, 2.220], [-3.782, -4.278, -3.967], [-1.453, -1.598, 1.506], [-0.027, -5.699, -2.429], [-2.482, -3.115, -4.008], [-0.180, 7.625, 1.729], [-1.132, 1.112, 0.120], [-4.666, -1.576, -0.363], [0.364, 3.382, 1.998], [-1.009, -4.693, -1.389], [2.173, 7.871, 1.011], [-0.972, -0.062, -1.748], [-2.394, -5.990, -2.949], [0.217, -3.532, -3.918], [-1.523, -5.366, -4.327], [-3.192, -3.598, -2.453], [-3.181, -1.187, -1.209], [1.168, -3.692, -2.450], [-1.660, -0.034, 2.268], [-1.108, -1.906, -2.909], [-3.206, -2.507, -0.036], [3.616, 5.880, 0.789], [-3.515, 0.480, 0.614]],
  "lowdin_spin": [0.004, 0.140, 0.359, 0.383, 0.100, 0.004, 0.000, -0.004, -0.004, 0.003, 0.000, 0.004, 0.000, 0.000, 0.000, 0.003, 0.000, 0.002, -0.001, 0.001, 0.000, 0.000, 0.000, 0.000, 0.008, 0.000, -0.002, 0.000, 0.000, 0.000, -0.001, 0.000, 0.000, 0.000, -0.001, 0.000, 0.000, 0.000, 0.000, 0.000, 0.003, 0.000, 0.000, 0.000, 0.000, 0.000, 0.000, 0.000, 0.000, 0.000, 0.000, 0.000, 0.000, 0.000, 0.000]
}

***

2.
{
  "formula": "C17H25MoN2O2S8",
  "method": "ωB97M-V/def2-TZVPD",
  "total_charge": 1,
  "e_above_lowest_ev": 0.396,
  "total_energy_ha": -4176.29475,
  "e_lumo_ev": [-3.36, -4.00],
  "e_homo_ev": [-10.451, -10.414],
  "max_force_ev_per_a": 1.75,
  "mol_weight_da": 641.88,
  "s_squared": 2.042,
  "orbital_gap_ev": [7.09, 6.41],
  "multiplicity": 3,
  "elements": ["Mo", "S", "S", "S", "S", "S", "S", "S", "S", "O", "O", "N", "N", "C", "C", "C", "C", "C", "C", "C", "C", "C", "C", "C", "C", "C", "C", "C", "C", "C", "H", "H", "H", "H", "H", "H", "H", "H", "H", "H", "H", "H", "H", "H", "H", "H", "H", "H", "H", "H", "H", "H", "H", "H", "H"],
  "xyz": [[0.031, 1.088, -0.745], [1.645, 0.937, -2.692], [-0.438, -2.087, 1.351], [2.123, 0.085, 0.572], [-4.107, -0.206, 5.111], [0.360, 5.741, -0.666], [-1.172, 3.233, -1.165], [1.493, 3.005, -0.275], [0.094, -1.944, -1.855], [-2.130, -0.002, -1.798], [-1.422, 1.336, -3.471], [-2.765, 1.951, 5.748], [-1.014, 1.158, 1.047], [-2.965, 0.668, 2.346], [2.326, -1.487, 1.501], [-0.448, 1.647, 2.164], [-2.280, 0.702, 1.156], [-0.108, -3.584, 0.372], [-1.078, 1.660, 3.390], [-1.331, 0.772, -2.290], [-2.364, 1.135, 3.514], [-2.697, 1.245, -4.152], [0.230, 4.122, -0.709], [1.096, -1.888, 2.305], [3.354, -0.243, -0.740], [3.279, 0.721, -1.910], [1.466, -0.513, -3.782], [1.400, -1.882, -3.127], [-3.065, 1.038, 4.814], [0.700, -3.384, -0.908], [-3.502, 1.429, -3.443], [3.202, -1.272, -1.060], [1.168, -2.632, -3.883], [3.541, 1.730, -1.595], [-1.104, -3.952, 0.129], [-2.235, 2.781, 5.535], [-2.821, 0.263, -4.603], [0.860, -1.138, 3.060], [3.167, -1.319, 2.173], [-3.247, 1.901, 6.629], [2.599, -2.263, 0.790], [0.588, -4.263, -1.544], [1.760, -3.238, -0.709], [1.295, -2.830, 2.816], [-0.539, 2.057, 4.239], [0.382, -4.311, 1.020], [0.548, -0.294, -4.329], [-3.971, 0.276, 2.378], [2.299, -0.469, -4.482], [-2.674, 2.019, -4.911], [0.548, 2.059, 2.063], [2.352, -2.142, -2.667], [3.974, 0.408, -2.689], [4.336, -0.161, -0.274], [-2.739, 0.337, 0.251]],
  "lowdin_spin": [1.802, 0.016, 0.010, 0.016, 0.010, 0.066, -0.022, -0.022, 0.027, 0.038, -0.006, -0.001, 0.010, -0.004, 0.009, 0.018, 0.017, 0.001, -0.003, -0.018, 0.017, -0.003, 0.006, 0.001, 0.002, 0.004, 0.002, 0.001, 0.001, 0.004, 0.000, 0.000, 0.001, 0.000, 0.000, 0.000, 0.000, 0.000, 0.000, 0.000, 0.000, 0.001, 0.000, 0.000, -0.001, 0.000, 0.000, 0.000, 0.000, 0.000, 0.001, 0.000, -0.001, 0.000, 0.001]
}

***

3.
{
  "formula": "C17H25N3O2",
  "method": "ωB97M-V/def2-TZVPD",
  "total_charge": 0,
  "e_above_lowest_ev": 3.540,
  "total_energy_ha": -977.47904,
  "smiles": "Cc1ccc(NC(=O)NC(=O)CN2CCC[C@H](C)C2)cc1C",
  "e_lumo_ev": 0.67,
  "e_homo_ev": -8.159,
  "max_force_ev_per_a": 4.70,
  "mol_weight_da": 303.41,
  "orbital_gap_ev": 8.83,
  "elements": ["O", "O", "N", "N", "N", "C", "C", "C", "C", "C", "C", "C", "C", "C", "C", "C", "C", "C", "C", "C", "C", "C", "H", "H", "H", "H", "H", "H", "H", "H", "H", "H", "H", "H", "H", "H", "H", "H", "H", "H", "H", "H", "H", "H", "H", "H", "H"],
  "xyz": [[-4.656, 1.839, 0.993], [-0.723, 3.326, 1.913], [-2.373, -0.011, -0.620], [-2.630, 2.359, 1.459], [-0.517, 1.066, 1.258], [0.844, 0.804, 1.213], [2.606, -0.842, 1.504], [3.127, 1.375, 2.007], [-0.512, -0.899, -1.911], [-3.536, 1.365, 1.156], [-1.741, 1.223, -2.722], [3.594, 0.054, 1.968], [2.921, -2.326, 1.308], [-1.221, 2.249, 1.632], [5.002, -0.446, 2.249], [0.144, -2.173, -2.393], [-3.274, 0.006, 0.582], [-0.797, 0.047, -3.139], [1.317, -0.464, 1.109], [-2.897, 0.740, -1.837], [-1.810, -1.291, -1.073], [1.864, 1.784, 1.599], [4.938, -1.205, 3.041], [5.396, -0.722, 1.307], [-1.181, 1.901, -2.185], [0.122, 0.509, -3.536], [3.834, -2.647, 1.732], [-1.128, 0.443, 0.815], [-3.566, 1.585, -1.548], [3.789, 2.212, 2.376], [-1.453, -1.916, -0.244], [-1.279, -0.521, -3.909], [5.511, 0.361, 2.621], [-2.457, -1.835, -1.805], [1.209, -2.048, -2.449], [-2.165, 1.771, -3.597], [0.504, -1.195, 0.873], [-4.240, -0.589, 0.364], [0.068, -2.533, -3.484], [-3.642, 0.078, -2.386], [1.664, 2.819, 1.785], [0.162, -0.384, -1.232], [2.197, -3.120, 1.774], [2.902, -2.506, 0.181], [-3.045, 3.250, 1.620], [-0.197, -2.982, -1.836], [-2.678, -0.510, 1.470]],
  "mulliken_charge": [-0.622, -0.645, 0.445, -0.094, 0.158, 0.271, 0.612, -0.635, 1.567, 0.367, -0.668, 0.650, -1.676, 0.256, -1.698, -1.851, -0.632, -1.155, 0.355, -0.854, -1.620, -1.026, 0.386, 0.362, 0.333, 0.323, 0.458, 0.110, 0.410, 0.262, 0.528, 0.484, 0.491, 0.341, 0.442, 0.370, 0.234, 0.373, 0.340, 0.329, 0.441, -0.119, 0.296, 0.230, 0.243, 0.463, 0.363]
}

***

4.
{
  "formula": "C17H25N3O4",
  "method": "ωB97M-V/def2-TZVPD",
  "total_charge": 0,
  "e_above_lowest_ev": 0.042,
  "total_energy_ha": -1128.08039,
  "smiles": "CNC(=O)[C@H](NC(=O)[C@@H](Cc1ccc(O)cc1)NC(C)=O)C(C)C",
  "e_lumo_ev": 0.71,
  "e_homo_ev": -8.368,
  "max_force_ev_per_a": 3.12,
  "mol_weight_da": 335.40,
  "orbital_gap_ev": 9.08,
  "elements": ["O", "O", "O", "O", "N", "N", "N", "C", "C", "C", "C", "C", "C", "C", "C", "C", "C", "C", "C", "C", "C", "C", "C", "C", "H", "H", "H", "H", "H", "H", "H", "H", "H", "H", "H", "H", "H", "H", "H", "H", "H", "H", "H", "H", "H", "H", "H", "H", "H"],
  "xyz": [[2.794, -0.767, -0.252], [2.231, -2.259, 3.807], [-3.979, 0.467, -1.598], [-0.412, 1.946, -0.765], [2.487, 1.209, -1.215], [-3.199, 1.734, 0.064], [-0.340, -0.316, -0.600], [3.789, 1.752, -0.940], [1.640, -0.251, 2.630], [-1.754, 1.268, 1.943], [0.670, 0.618, 2.169], [1.895, -2.040, -3.166], [-2.146, 0.860, 0.538], [-4.786, 2.691, -1.442], [-0.060, -1.616, 3.721], [-0.886, 0.880, -0.343], [-1.068, -0.742, 3.269], [-3.928, 1.534, -0.999], [1.296, -1.380, 3.401], [0.762, -0.459, -1.543], [2.117, -0.038, -0.940], [-0.689, 0.375, 2.505], [0.708, -1.847, -2.233], [0.765, -3.017, -1.259], [-0.222, -1.884, -2.829], [4.588, 1.061, -1.166], [1.785, -2.982, -3.683], [-2.661, 1.289, 2.594], [3.097, -1.868, 3.606], [-3.289, 2.617, 0.517], [1.778, -3.034, -0.753], [2.896, -2.054, -2.664], [-5.024, 3.339, -0.616], [-0.765, -1.137, -0.206], [0.697, -3.948, -1.844], [-0.038, -3.001, -0.512], [-1.368, 2.246, 1.915], [0.930, 1.404, 1.467], [3.900, 2.649, -1.567], [-5.749, 2.290, -1.812], [3.832, 1.991, 0.124], [1.724, 1.831, -1.521], [0.539, 0.268, -2.326], [2.647, -0.098, 2.340], [-2.093, -0.940, 3.567], [-4.271, 3.296, -2.210], [1.995, -1.269, -3.946], [-0.311, -2.499, 4.278], [-2.527, -0.165, 0.496]],
  "mulliken_charge": [-0.625, -0.567, -0.652, -0.787, 0.014, -0.140, 0.279, -0.974, -0.340, -1.574, -0.512, -1.641, 0.312, -1.143, -0.666, 0.000, -0.729, 0.794, 0.791, -0.482, 0.196, 0.443, 0.315, -1.312, 0.450, 0.292, 0.484, 0.594, 0.296, 0.294, 0.202, 0.281, 0.351, 0.300, 0.429, 0.408, 0.479, 0.424, 0.374, 0.319, 0.299, 0.257, 0.440, 0.155, 0.396, 0.247, 0.382, 0.432, 0.415]
}